Below is 2 unconnected molecules or ions with the total composition C4H11NO in a non-equilibrium geometry, with properties calculated with ωB97M-V/def2-TZVPD.

Bonds (Å) are listed after each position.
Cartesian coordinates (Å):
1 C -2.5304 0.0296 -0.0274  C2 1.562, H6 1.114, H7 1.072, H8 1.164
2 C -1.0774 -0.3372 0.4140  C1 1.562, C3 1.519, H9 1.085, H10 1.126
3 C 0.0068 0.2702 -0.4591  C2 1.519, N5 1.501, H11 1.107, H12 1.107
4 C 0.9202 2.4143 -0.7127  N5 1.262, H13 1.091, H14 1.087
5 N -0.0189 1.7478 -0.1957  C3 1.501, C4 1.262
6 H -3.0281 -0.9240 -0.3178  C1 1.114
7 H -3.0029 0.5185 0.8014  C1 1.072
8 H -2.2048 0.8797 -0.7529  C1 1.164
9 H -0.9131 -1.3909 0.6138  C2 1.085
10 H -0.7688 -0.0091 1.4455  C2 1.126
11 H -0.0676 0.0618 -1.5441  C3 1.107
12 H 1.0057 -0.1186 -0.1837  C3 1.107
13 H 1.5504 2.1126 -1.5505  C4 1.091
14 H 1.1113 3.4312 -0.3811  C4 1.087
15 H 2.8190 -3.2517 1.5867  O17 0.967
16 H 3.4944 -2.8355 0.3804  O17 0.966
17 O 2.7043 -2.5987 0.8833  H15 0.967, H16 0.966

## Properties
- Gap between HOMO and LUMO: 10.24 eV
- HOMO energy: -9.50 eV
- Structure (SMILES): C=NCCC.O

Here are the natural (NBO) charges for atoms 1 to 8, given in e: C -0.64; C -0.41; C -0.27; C -0.04; N -0.40; H 0.22; H 0.21; H 0.22